1.
# C24H59N3O5SSi

3 unconnected molecules or ions with the total composition C24H59N3O5SSi (wB97M-V/def2-TZVPD, OMol25).

The geometry in XYZ format:
```
93
C24H59N3O5SSi, DFT wB97M-V/def2-TZVPD
S -3.4693 -5.0011 4.6729
Si -1.8951 -4.9807 3.2094
O -0.8348 1.0735 -5.0055
O -3.1653 0.9125 1.2391
O -0.8699 3.8961 -1.3923
O 6.2496 -3.4177 5.3918
O -2.3314 2.5313 -9.1281
N -3.2769 3.9036 0.3214
N -1.1682 -6.5583 3.2231
N -0.1766 3.1930 -7.2128
C -0.9682 -2.2780 2.7970
C 3.0847 -3.4260 3.2816
C -1.9079 0.7583 -5.8727
C 1.8307 -1.7790 4.7693
C -1.5237 3.7788 -2.6400
C -1.1311 -0.9985 3.6289
C 0.0984 -0.1040 3.7681
C 1.0820 -0.4538 4.8770
C -3.9413 3.2453 1.4394
C 0.6475 2.7020 -6.1152
C 6.0712 -4.0545 4.1457
C -0.0038 2.4863 -8.4728
C -2.0608 0.8808 0.3560
C 4.3042 -3.4920 2.3624
C 0.4200 1.2766 -5.6272
C -3.2468 2.0491 2.0774
C -1.0201 2.9378 -9.4964
C 5.6056 -3.0931 3.0419
C -2.0008 4.5225 0.6471
C -0.7120 -3.5712 3.6043
C -3.2098 3.5910 -8.8122
C 2.5562 -1.9985 3.4513
C -1.2910 4.9973 -0.6001
C 5.2062 -3.5497 6.3286
H -0.8474 -6.8413 4.1384
H -2.1834 5.3817 1.2999
H -2.2492 2.3050 2.4575
H -2.6106 0.1415 -5.3127
H -2.4410 1.6511 -6.2127
H -3.1374 3.2307 -0.4214
H 5.6449 -3.6527 7.3184
H -1.4418 4.7057 -3.2178
H -1.8010 -0.1660 0.1928
H -2.2955 1.3208 -0.6173
H 4.4083 -4.4807 1.9139
H -0.4219 -6.6780 2.5500
H 5.3665 -4.8861 4.2373
H -1.5391 -1.2450 4.6118
H 0.4950 3.3705 -5.2640
H -0.1861 -2.1404 2.0504
H 7.0378 -4.4775 3.8764
H -1.8945 -2.4026 2.2319
H 4.5996 -4.4365 6.1334
H -1.1505 3.1492 -6.9412
H -0.1001 1.3959 -8.3709
H 0.5591 -0.4111 5.8345
H -1.0356 2.9773 -3.1921
H -1.5668 0.1969 -6.7464
H -4.1978 3.1578 -8.6681
H 1.8370 0.3375 4.9124
H 1.1756 -2.6223 4.9981
H -2.9182 4.1146 -7.8948
H -2.4945 -4.7623 1.8802
H 2.2963 -4.0325 2.8328
H -0.9791 4.0236 -9.6234
H -0.2586 0.9064 3.9802
H 1.1708 1.0710 -4.8600
H -1.1914 1.3945 0.7762
H -2.7154 -4.5959 5.6956
H 0.3010 -3.9493 3.4510
H -1.8983 -0.3991 3.1358
H -4.9216 2.9104 1.0924
H -1.9385 5.6612 -1.1805
H 1.9200 -1.7694 2.5960
H 0.5662 0.5367 -6.4236
H -4.1185 3.9929 2.2198
H 6.3914 -3.0108 2.2923
H 3.3094 -3.8598 4.2580
H 1.6984 2.7975 -6.4074
H -0.7829 -3.3516 4.6712
H 4.5561 -2.6726 6.3189
H 0.6182 -0.0363 2.8105
H -2.5850 3.5280 -2.5303
H -1.3161 3.8437 1.1756
H 3.3993 -1.3032 3.4050
H -0.3993 5.5593 -0.3080
H -3.8460 1.7420 2.9388
H 5.4992 -2.1076 3.4978
H 4.1185 -2.7993 1.5369
H -3.2628 4.3198 -9.6271
H 2.5917 -1.7801 5.5546
H 0.9989 2.6948 -8.8582
H -0.7846 2.4725 -10.4575
```

Output
- lowest unoccupied orbital energy (eV) = 0.600

Atomic charges from the Löwdin analysis, expressed in e, are listed below: atom 1 (S): 0.433, atom 2 (Si): 0.203, atom 3 (O): -0.194, atom 4 (O): -0.189, atom 5 (O): -0.193, atom 6 (O): -0.182, atom 7 (O): -0.196, atom 8 (N): -0.049, atom 9 (N): -0.136, atom 10 (N): -0.049, atom 11 (C): -0.248, atom 12 (C): -0.204, atom 13 (C): -0.096, atom 14 (C): -0.208, atom 15 (C): -0.111, atom 16 (C): -0.190, atom 17 (C): -0.216, atom 18 (C): -0.202, atom 19 (C): -0.200, atom 20 (C): -0.200, atom 21 (C): -0.227, atom 22 (C): -0.219, atom 23 (C): -0.097, atom 24 (C): -0.212, atom 25 (C): -0.224, atom 26 (C): -0.234, atom 27 (C): -0.219, atom 28 (C): -0.171, atom 29 (C): -0.219, atom 30 (C): -0.323, atom 31 (C): -0.117, atom 32 (C): -0.202, atom 33 (C): -0.220, atom 34 (C): -0.108, atom 35 (H): 0.018, atom 36 (H): 0.124, atom 37 (H): 0.105, atom 38 (H): 0.088, atom 39 (H): 0.075, atom 40 (H): 0.073, atom 41 (H): 0.086, atom 42 (H): 0.089, atom 43 (H): 0.086, atom 44 (H): 0.076, atom 45 (H): 0.110, atom 46 (H): 0.018, atom 47 (H): 0.112, atom 48 (H): 0.116, atom 49 (H): 0.110, atom 50 (H): 0.099, atom 51 (H): 0.118, atom 52 (H): 0.078, atom 53 (H): 0.082, atom 54 (H): 0.074, atom 55 (H): 0.107, atom 56 (H): 0.111, atom 57 (H): 0.071, atom 58 (H): 0.088, atom 59 (H): 0.088, atom 60 (H): 0.111, atom 61 (H): 0.089, atom 62 (H): 0.081, atom 63 (H): -0.018, atom 64 (H): 0.095, atom 65 (H): 0.122, atom 66 (H): 0.102, atom 67 (H): 0.122, atom 68 (H): 0.087, atom 69 (H): -0.218, atom 70 (H): 0.040, atom 71 (H): 0.086, atom 72 (H): 0.120, atom 73 (H): 0.122, atom 74 (H): 0.095, atom 75 (H): 0.111, atom 76 (H): 0.118, atom 77 (H): 0.107, atom 78 (H): 0.094, atom 79 (H): 0.119, atom 80 (H): 0.054, atom 81 (H): 0.071, atom 82 (H): 0.103, atom 83 (H): 0.084, atom 84 (H): 0.107, atom 85 (H): 0.115, atom 86 (H): 0.121, atom 87 (H): 0.123, atom 88 (H): 0.111, atom 89 (H): 0.113, atom 90 (H): 0.087, atom 91 (H): 0.097, atom 92 (H): 0.124, atom 93 (H): 0.122



2.
# C24H60AsF6MnN4O8

A molecular structure, C24H60AsF6MnN4O8 (wB97M-V/def2-TZVPD, OMol25).

The geometry in XYZ format:
```
104
C24H60AsF6MnN4O8, DFT wB97M-V/def2-TZVPD
As -0.7012 -4.5289 2.4414
Mn -0.4393 -1.3687 -0.0945
F -2.3944 -4.2373 2.7573
F -0.8186 -6.0619 3.3873
F 1.0723 -4.8199 2.1178
F -0.3116 -3.5585 3.9288
F -0.6576 -3.0049 1.4446
F -1.1579 -5.3746 0.9418
O -2.0312 -2.5509 -0.9041
O 1.1153 -2.6141 -0.3168
O 4.2054 -1.6779 -5.8883
O -1.9254 3.9034 1.2957
O -1.8169 1.0239 5.6586
O -1.2340 -0.4684 1.7927
O -1.9726 0.2279 -0.7467
O 3.1940 1.2799 -0.8723
N 1.1977 0.0081 0.4291
N -2.3035 3.5899 4.2104
N 2.7293 -0.5792 -3.5076
N 0.0803 -0.8713 -2.1887
C -3.1439 4.3189 3.3211
C -3.2348 -3.2487 -0.4606
C -0.2951 0.4297 2.3454
C -3.2435 0.6514 -0.2621
C 2.0582 -0.8955 1.1831
C -2.1894 -0.9860 2.6954
C -2.2279 2.2513 6.2349
C -0.7499 0.3829 6.4132
C 3.0624 -0.7488 -6.0101
C -2.1754 -2.2143 -2.3329
C -3.1218 3.1009 5.3245
C -2.3057 4.8998 2.2053
C -0.8260 -1.7702 -2.9547
C -1.0814 4.3476 0.2032
C 2.1126 -0.8099 -4.8233
C -0.3116 0.4746 -2.4872
C 4.1152 0.9072 -1.9382
C 2.3300 -2.0900 0.2620
C 0.5912 1.0445 1.2403
C 3.3839 0.7244 -3.2796
C 5.1736 -1.4802 -6.9022
C -1.6643 0.9099 -1.9566
C 2.9020 2.6782 -0.8449
C 1.3948 -3.8755 -1.0145
H -3.4130 -4.1153 -1.0973
H -1.3711 5.3637 2.5206
H 4.9278 1.6335 -1.9533
H 3.4897 -1.2414 -3.4495
H 4.6420 -1.5204 -7.8530
H 0.5080 1.0798 -2.0999
H 5.8612 -2.3173 -6.7812
H 4.5379 -0.0519 -1.6389
H -1.7108 1.9967 -1.8873
H -2.5339 0.7699 -2.5986
H 0.3428 0.0083 3.1223
H 0.4863 -4.2294 -1.5018
H -2.9079 2.0779 7.0689
H 4.0942 0.7671 -4.1052
H -2.4210 -3.1757 -2.7842
H -1.6770 2.9736 3.7126
H 2.5583 -0.9501 -6.9553
H 1.7808 -4.6224 -0.3208
H 2.9773 -1.6930 -0.5200
H -0.4122 -0.5309 5.9242
H -1.3767 2.8380 6.5804
H 3.4833 0.2539 -6.0850
H -1.0061 0.1680 7.4506
H -3.2537 1.7210 -0.0528
H 0.1068 1.0406 6.5602
H 2.2235 2.9337 -0.0311
H -0.6915 3.4727 -0.3171
H -1.7758 -1.3880 3.6203
H -0.2052 4.9050 0.5341
H -2.9700 -1.5010 -2.5518
H -0.3711 0.6427 -3.5625
H 1.3667 1.6046 1.7628
H -3.6528 5.1660 3.7809
H 3.8356 3.2220 -0.7012
H 1.7308 -1.8292 -4.7669
H -3.0375 -3.6241 0.5435
H 0.9842 -0.9709 -2.6283
H -3.8894 2.4627 4.8868
H 2.9769 -0.3899 1.4806
H 1.6703 -1.2690 2.1308
H 1.2653 -0.1513 -5.0148
H 2.0807 -3.6785 -1.8385
H 2.4583 3.0809 -1.7555
H -3.4814 0.1689 0.6859
H -4.0466 0.4596 -0.9736
H 1.8101 0.5715 -0.1432
H 2.8888 -2.8934 0.7421
H -0.8661 1.1982 2.8663
H -4.0895 -2.5733 -0.4982
H -2.7316 -1.7794 2.1811
H -0.2623 -2.6932 -3.0897
H -2.8568 5.6636 1.6566
H -3.5607 3.9638 5.8254
H 2.5767 1.4475 -3.3964
H -3.8988 3.6294 2.9432
H -0.9182 -1.4341 -3.9875
H -0.0022 1.7241 0.6287
H -2.8393 -0.1643 2.9965
H -1.5267 5.0010 -0.5470
H 5.7097 -0.5410 -6.7664
```

Output
- <S²> = 8.75
- lowest unoccupied orbital energy (alpha / beta) (eV) = -2.050 / -2.054
- net charge = +1
- spin multiplicity = 6

Here are the Löwdin charges for atoms 1 to 99, given in e: atom 1 (As): 0.948, atom 2 (Mn): 0.927, atom 3 (F): -0.252, atom 4 (F): -0.269, atom 5 (F): -0.279, atom 6 (F): -0.284, atom 7 (F): -0.293, atom 8 (F): -0.263, atom 9 (O): -0.281, atom 10 (O): -0.317, atom 11 (O): -0.211, atom 12 (O): -0.205, atom 13 (O): -0.199, atom 14 (O): -0.268, atom 15 (O): -0.252, atom 16 (O): -0.247, atom 17 (N): -0.091, atom 18 (N): -0.073, atom 19 (N): -0.076, atom 20 (N): -0.084, atom 21 (C): -0.230, atom 22 (C): -0.022, atom 23 (C): -0.161, atom 24 (C): -0.040, atom 25 (C): -0.142, atom 26 (C): -0.063, atom 27 (C): -0.231, atom 28 (C): -0.078, atom 29 (C): -0.184, atom 30 (C): -0.130, atom 31 (C): -0.183, atom 32 (C): -0.230, atom 33 (C): -0.143, atom 34 (C): -0.086, atom 35 (C): -0.191, atom 36 (C): -0.188, atom 37 (C): -0.126, atom 38 (C): -0.148, atom 39 (C): -0.156, atom 40 (C): -0.163, atom 41 (C): -0.102, atom 42 (C): -0.179, atom 43 (C): -0.077, atom 44 (C): -0.014, atom 45 (H): 0.102, atom 46 (H): 0.125, atom 47 (H): 0.128, atom 48 (H): 0.109, atom 49 (H): 0.089, atom 50 (H): 0.110, atom 51 (H): 0.095, atom 52 (H): 0.123, atom 53 (H): 0.122, atom 54 (H): 0.124, atom 55 (H): 0.128, atom 56 (H): 0.092, atom 57 (H): 0.119, atom 58 (H): 0.114, atom 59 (H): 0.130, atom 60 (H): 0.091, atom 61 (H): 0.125, atom 62 (H): 0.097, atom 63 (H): 0.111, atom 64 (H): 0.080, atom 65 (H): 0.123, atom 66 (H): 0.109, atom 67 (H): 0.087, atom 68 (H): 0.096, atom 69 (H): 0.080, atom 70 (H): 0.080, atom 71 (H): 0.048, atom 72 (H): 0.095, atom 73 (H): 0.086, atom 74 (H): 0.120, atom 75 (H): 0.120, atom 76 (H): 0.134, atom 77 (H): 0.128, atom 78 (H): 0.098, atom 79 (H): 0.120, atom 80 (H): 0.067, atom 81 (H): 0.067, atom 82 (H): 0.115, atom 83 (H): 0.139, atom 84 (H): 0.127, atom 85 (H): 0.115, atom 86 (H): 0.093, atom 87 (H): 0.088, atom 88 (H): 0.089, atom 89 (H): 0.102, atom 90 (H): 0.062, atom 91 (H): 0.138, atom 92 (H): 0.113, atom 93 (H): 0.100, atom 94 (H): 0.083, atom 95 (H): 0.110, atom 96 (H): 0.122, atom 97 (H): 0.128, atom 98 (H): 0.115, atom 99 (H): 0.120



Number 1: F_max 0.008 Eh/bohr. Number 2: F_max 0.062 Eh/bohr.